Record 1
The following is a DFT calculation (ωB97M-V with the def2-TZVPD basis set) of a molecular structure, C14H8ClN2O2PdS3 at a distorted geometry.

Geometry as XYZ:
```
31
Properties=species:S:1:pos:R:3:mulliken_charge:R:1
Pd 0.871 -0.158 1.059 0.254
Cl -5.623 -3.377 1.070 -0.181
S 0.041 1.926 2.014 -0.013
S 1.437 3.058 4.051 -0.113
S 2.504 0.670 2.546 -0.126
O -0.517 -0.819 -0.213 -0.736
O 0.070 -1.119 2.579 -0.496
N 3.860 3.346 -4.676 -0.349
N 1.723 0.754 -0.530 0.339
C -1.078 -1.644 2.548 0.075
C 3.400 2.785 -3.787 -0.272
C -1.959 -1.786 1.467 0.400
C -1.640 -1.385 0.141 0.846
C 3.042 0.686 -0.756 -0.214
C 1.439 1.917 2.943 0.600
C 3.629 1.332 -1.821 -0.718
C 2.823 2.083 -2.671 0.802
C -3.208 -2.409 1.745 -0.875
C -4.106 -2.623 0.750 0.045
C -2.598 -1.629 -0.863 -0.615
C 0.940 1.462 -1.355 -0.094
C 1.454 2.144 -2.435 -0.691
C -3.793 -2.228 -0.567 -0.482
H -3.436 -2.711 2.759 0.396
H 3.631 0.094 -0.071 0.424
H -2.359 -1.333 -1.875 0.459
H 4.694 1.255 -1.982 0.485
H -4.517 -2.405 -1.351 0.427
H 0.800 2.711 -3.081 0.483
H -0.119 1.452 -1.144 0.488
H -1.404 -2.051 3.508 0.450
```

Values from the calculation:
ΔE to the lowest compared entry with this formula, charge and spin	0.0	kJ/mol
HOMO (spin up / spin down)	-11.753 / -11.773	eV
net charge	+1
frontier orbital gap (spin up / spin down)	5.170 / 5.331	eV

Record 2
The following is a DFT calculation (ωB97M-V with the def2-TZVPD basis set) of a molecular structure, C21H23AsAuBrIN2Se.

Geometry as XYZ:
```
51
Properties=species:S:1:pos:R:3:mulliken_charge:R:1
Au -0.374 0.044 -0.422 0.464
I -1.428 0.001 -2.990 0.005
Br 1.948 0.015 -1.380 -0.552
Se 0.334 -1.421 1.607 -0.289
As -0.203 2.513 0.046 0.422
N 2.446 -2.885 0.286 0.431
N 3.184 -1.414 1.700 0.116
C 6.043 -3.464 -0.388 -0.692
C -1.749 3.468 -0.618 -1.063
C 6.523 -2.519 0.530 -0.485
C -2.546 0.194 1.591 0.002
C 3.835 -2.930 0.226 0.772
C 2.077 -1.947 1.163 -0.403
C -5.783 0.783 -1.016 -0.900
C -3.275 0.379 -2.094 0.409
C -2.291 0.214 0.248 0.620
C -3.852 0.354 2.103 -1.124
C -5.624 0.785 -2.367 -0.673
C -4.894 0.558 1.254 -0.901
C -3.374 0.400 -0.674 0.024
C 1.570 -3.650 -0.582 -1.016
C 4.691 -3.688 -0.561 -0.569
C 1.268 3.465 -0.757 -1.088
C 4.311 -1.997 1.141 0.424
C -0.192 2.963 1.921 -1.060
C -4.682 0.584 -0.146 0.922
C 5.669 -1.767 1.313 -0.907
C -4.346 0.566 -2.917 -0.560
H -1.671 4.525 -0.363 0.456
H -2.646 3.046 -0.170 0.274
H 6.043 -1.038 2.018 0.410
H -1.798 3.357 -1.700 0.341
H 0.541 -3.398 -0.342 0.329
H 6.752 -4.029 -0.978 0.397
H 1.225 3.322 -1.835 0.362
H 1.173 4.522 -0.511 0.407
H 2.212 3.068 -0.391 0.365
H -6.762 0.922 -0.577 0.402
H 3.152 -0.707 2.415 0.240
H -0.219 4.048 2.021 0.411
H -1.073 2.528 2.389 0.319
H 7.590 -2.372 0.623 0.398
H -4.007 0.322 3.174 0.431
H 0.701 2.563 2.397 0.344
H -5.901 0.691 1.628 0.398
H -1.743 0.071 2.308 0.418
H 4.324 -4.414 -1.272 0.444
H 1.780 -3.389 -1.618 0.360
H -6.469 0.933 -3.025 0.409
H -4.226 0.538 -3.992 0.384
H 1.737 -4.713 -0.417 0.369
```

Values from the calculation:
ΔE to the lowest compared entry with this formula, charge and spin	66.0	kJ/mol
HOMO	-10.471	eV
net charge	+1
frontier orbital gap	6.256	eV

Record 3
The following is a DFT calculation (ωB97M-V with the def2-TZVPD basis set) of C2H2O2S in the gas phase at a distorted geometry.

Geometry as XYZ:
```
7
Properties=species:S:1:pos:R:3:mulliken_charge:R:1
S 0.640 0.150 1.673 -0.172
O 0.025 1.025 -0.888 -0.431
O -0.711 -1.138 -0.392 -0.115
C -0.511 0.223 0.027 0.323
C -1.828 -0.507 -0.594 -0.093
H 1.000 0.958 -0.929 0.352
H 1.385 -0.710 1.103 0.135
```

Values from the calculation:
ΔE to the lowest compared entry with this formula, charge and spin	414.5	kJ/mol
HOMO	-9.922	eV
frontier orbital gap	9.939	eV

Record 4
The following is a DFT calculation (ωB97M-V with the def2-TZVPD basis set) of a molecular structure, C26H28F5I2N3O4PdS4 at a distorted geometry.

Geometry as XYZ:
```
73
Properties=species:S:1:pos:R:3:mulliken_charge:R:1
I -1.945 -0.931 -1.251 0.285
I -2.296 -0.413 2.124 0.228
Pd -0.144 0.321 0.232 0.578
S 0.902 -2.699 0.697 0.151
S -0.405 3.341 -0.390 0.784
S 1.436 -1.331 -0.755 0.041
S 2.494 0.769 2.039 0.937
F 4.728 -5.728 -0.811 -0.309
F 0.342 -7.343 -1.310 -0.254
F 3.770 -3.425 0.222 -0.367
F 3.014 -7.687 -1.562 -0.260
F -0.628 -5.021 -0.324 -0.299
O 3.553 1.144 1.108 -0.896
O -0.739 2.472 2.365 -0.452
O 2.449 -0.632 2.345 -0.601
O -1.276 2.080 -0.562 -0.754
N 1.055 1.336 1.470 0.583
N 3.318 -2.059 -2.406 -0.381
N 4.136 -0.744 -0.670 0.746
C 1.339 2.459 3.558 -0.257
C 6.428 -0.001 -0.394 -1.434
C -0.668 6.312 0.947 -1.093
C 2.540 -6.563 -1.064 0.589
C 0.512 2.283 -2.842 0.411
C -0.797 6.052 -0.549 -0.297
C 1.171 -6.385 -0.935 0.245
C 2.538 1.783 3.459 0.339
C 2.126 3.486 5.546 -0.582
C 3.419 -5.559 -0.674 0.040
C 0.414 2.128 2.446 0.301
C -3.358 -0.552 0.299 -0.902
C 3.562 1.923 4.373 -0.610
C 3.331 2.796 5.430 -0.693
C 0.686 -5.191 -0.424 0.435
C 5.629 -1.494 -2.295 -1.015
C 1.545 -4.183 -0.005 -0.040
C 1.110 3.325 4.612 -0.621
C 5.397 -0.769 -1.139 1.195
C 4.569 -2.139 -2.919 0.722
C 3.150 -1.386 -1.315 0.008
C -0.723 2.570 -3.687 -1.453
C 2.913 -4.390 -0.142 0.203
C 0.793 3.325 -1.765 -1.063
C 4.727 -2.947 -4.155 -1.249
C -1.463 4.716 -0.873 -0.974
H 4.098 2.938 6.178 0.436
H 6.313 -0.138 0.681 0.342
H 0.180 6.119 -1.035 0.248
H 1.982 4.158 6.380 0.439
H -1.630 2.550 -3.084 0.285
H 1.761 3.160 -1.289 0.374
H -0.832 1.824 -4.474 0.403
H 0.792 4.328 -2.194 0.487
H 0.432 1.290 -2.385 -0.291
H 4.369 -3.961 -3.970 0.309
H -2.369 4.579 -0.279 0.529
H 6.628 -1.551 -2.702 0.471
H -1.651 6.412 1.408 0.328
H 1.395 2.256 -3.485 0.556
H -1.711 4.603 -1.928 0.369
H -4.076 -1.362 0.327 0.544
H -3.810 0.410 0.087 0.398
H 5.760 -2.981 -4.491 0.397
H 6.308 1.064 -0.605 0.305
H -0.144 5.504 1.459 0.192
H -0.120 7.235 1.130 0.396
H 7.426 -0.305 -0.696 0.452
H 0.168 3.850 4.696 0.580
H 3.927 -0.175 0.181 -0.127
H 4.492 1.381 4.281 0.501
H -1.410 6.828 -1.009 0.413
H 4.099 -2.529 -4.942 0.335
H -0.646 3.545 -4.171 0.363
```

Values from the calculation:
ΔE to the lowest compared entry with this formula, charge and spin	62.2	kJ/mol
HOMO	-14.111	eV
net charge	+2
frontier orbital gap	6.598	eV

Record 5
The following is a DFT calculation (ωB97M-V with the def2-TZVPD basis set) of 2 unconnected molecules or ions with the total composition C30H33N2O3P at a distorted geometry.

Geometry as XYZ:
```
69
Properties=species:S:1:pos:R:3:mulliken_charge:R:1
P -2.557 2.764 1.138 -0.418
O -2.063 -1.247 -3.247 -0.435
O 3.308 -2.218 3.553 -0.542
O 6.444 1.369 5.862 -0.537
N 0.486 1.782 -0.096 -0.693
N -2.605 0.137 3.553 -0.563
C -2.469 3.488 -0.562 0.075
C -1.227 -0.560 -2.298 0.547
C -0.056 -1.470 -1.959 -1.723
C -0.210 -0.489 -6.314 -0.613
C -1.445 -3.384 1.716 -1.020
C -2.163 -0.222 -1.124 -1.818
C -0.341 1.005 -0.014 -1.062
C -0.369 -2.600 -5.187 -0.171
C -1.061 -1.104 1.008 -0.880
C 3.606 0.020 4.217 -0.236
C -1.198 3.319 2.246 -0.079
C 4.028 -1.396 4.083 0.467
C 5.727 0.549 5.333 0.330
C 0.458 -2.209 2.538 -0.520
C -0.821 -1.298 -5.363 0.870
C -1.713 3.686 3.644 -1.322
C 6.147 -0.869 5.198 -0.412
C -1.975 -0.738 -4.562 -0.957
C -1.828 -2.264 0.991 -0.395
C 5.359 -1.771 4.619 -0.401
C -2.619 0.904 1.072 0.447
C 4.394 0.923 4.795 -0.450
C 0.086 -1.101 1.794 0.519
C -0.299 -3.372 2.501 -0.552
C 1.315 -2.253 -6.880 -0.469
C 0.700 -3.062 -5.935 -0.547
C 0.854 -0.958 -7.078 -0.507
C -1.484 4.647 -0.706 -1.450
C -1.486 0.133 0.210 3.662
C -2.651 0.487 2.467 -0.495
H -1.873 4.757 3.746 0.370
H 2.630 0.272 3.820 0.451
H 0.654 -1.445 -2.785 0.413
H 1.351 -2.170 3.155 0.166
H -1.986 0.354 -4.596 0.419
H -1.416 4.963 -1.745 0.394
H -0.490 4.404 -0.340 0.307
H -1.829 5.524 -0.155 0.387
H -0.016 -4.244 3.071 0.462
H -2.725 0.664 -1.429 0.331
H 2.154 -2.589 -7.473 0.379
H -0.884 0.377 -2.739 0.442
H 5.645 -2.809 4.511 0.427
H -2.888 -1.060 -5.071 0.383
H -2.747 -2.347 0.430 0.336
H 1.300 -0.288 -7.799 0.379
H -2.892 -1.020 -1.038 0.558
H -2.270 2.763 -1.354 0.048
H -0.844 -3.224 -4.443 0.385
H -0.561 0.524 -6.471 0.321
H -0.619 4.126 1.806 0.534
H 0.488 -1.188 -1.061 0.285
H -2.612 3.131 3.896 0.364
H -0.494 2.495 2.385 -0.040
H 0.697 -0.206 1.845 0.334
H 1.085 -4.066 -5.813 0.381
H -0.968 3.427 4.397 0.361
H -2.062 -4.272 1.671 0.408
H -3.572 0.601 0.641 0.637
H -0.382 -2.502 -1.859 0.375
H -3.465 3.878 -0.765 0.528
H 4.106 1.961 4.903 0.429
H 7.122 -1.120 5.595 0.397
```

Values from the calculation:
HOMO	-7.913	eV
SMILES string	CCP(CC)[C@H](C#N)[C@](C#N)(C[C@@H](C)OCc1ccccc1)c1ccccc1.O=C1C=CC(=O)C=C1
frontier orbital gap	6.270	eV

Record 6
The following is a DFT calculation (ωB97M-V with the def2-TZVPD basis set) of a molecular structure, C4H7NO2 at a distorted geometry.

Geometry as XYZ:
```
14
Properties=species:S:1:pos:R:3:mulliken_charge:R:1
O -0.637 0.884 1.766 -0.537
O 1.827 1.732 -0.864 -0.367
N 1.729 0.352 -0.775 -0.558
C 0.651 0.007 -0.217 0.333
C 0.057 -1.384 -0.094 -0.457
C -0.626 0.673 0.380 -0.092
C -1.261 -0.601 -0.176 -0.556
H -0.346 0.076 2.206 0.331
H 0.199 -2.123 -0.889 0.295
H -1.011 1.596 -0.060 0.404
H -1.096 -0.244 -1.240 0.280
H 0.323 -1.830 0.870 0.248
H -2.195 -1.009 0.257 0.311
H 2.753 1.862 -1.099 0.366
```

Values from the calculation:
ΔE to the lowest compared entry with this formula, charge and spin	404.5	kJ/mol
HOMO	-9.656	eV
frontier orbital gap	10.529	eV

| no. | electronic energy (eV) |
| --- | --- |
| 1 | -70222.77786 |
| 2 | -233146.64563 |
| 3 | -17031.72891 |
| 4 | -116670.23812 |
| 5 | -50054.02804 |
| 6 | -9843.08700 |